DFT (ωB97M-V/def2-TZVPD) results for 15 unconnected molecules or ions with the total composition C48H93N11O4.

Lowest unoccupied orbital energy (eV): 0.0
Electronic energy (hartree): -2787.8491
Max |F| (eV Å⁻¹): 3.3
Frontier orbital gap (eV): 9.7
HOMO level (eV): -9.7

XYZ file:
```
156
C48H93N11O4 ωB97M-V/def2-TZVPD
C -3.901 3.124 -0.876
O -3.513 3.003 -2.228
H -4.909 2.747 -0.705
H -3.251 2.460 -0.307
H -3.887 4.158 -0.532
H -2.582 3.237 -2.229
C -1.658 -3.831 -4.953
O -2.074 -3.490 -6.224
H -0.581 -3.787 -4.794
H -2.029 -3.143 -4.193
H -1.973 -4.830 -4.650
H -3.017 -3.318 -6.272
C -0.374 4.367 -2.006
O -0.602 2.995 -2.217
H 0.626 4.512 -1.597
H -0.414 5.004 -2.890
H -1.111 4.809 -1.336
H 0.070 2.587 -2.767
C 0.770 5.235 1.527
O 0.502 6.630 1.399
H -0.121 4.658 1.276
H 1.512 4.905 0.800
H 1.175 4.937 2.494
H 0.557 6.835 0.463
C 3.166 -0.048 4.991
C 2.909 1.456 4.986
C 2.743 2.094 6.352
C 3.871 1.982 7.281
N 4.717 1.889 8.023
H 4.110 -0.308 5.470
H 3.136 -0.436 3.973
H 2.343 -0.551 5.500
H 2.008 1.666 4.409
H 3.693 1.959 4.419
H 1.942 1.544 6.844
H 2.429 3.135 6.275
C -1.419 0.440 5.598
C -2.221 0.036 4.348
C -3.499 -0.741 4.721
C -3.308 -1.976 5.473
N -3.091 -2.928 6.127
H -0.500 0.976 5.362
H -1.148 -0.437 6.186
H -1.968 1.106 6.265
H -1.524 -0.476 3.684
H -2.573 0.948 3.866
H -4.004 -1.098 3.823
H -4.175 -0.067 5.246
C -1.183 1.185 -5.236
C -0.141 0.159 -5.479
C 0.195 -0.139 -6.991
C -0.965 -0.452 -7.813
N -1.868 -0.745 -8.451
H -1.612 1.126 -4.237
H -2.008 1.151 -5.948
H -0.775 2.172 -5.452
H -0.450 -0.763 -4.986
H 0.786 0.380 -4.951
H 0.887 -0.979 -7.046
H 0.733 0.712 -7.410
C -2.420 4.684 2.874
C -3.241 4.773 4.140
C -2.391 5.180 5.316
C -1.151 4.349 5.540
N -0.177 3.724 5.625
H -2.980 4.361 1.997
H -1.638 3.949 3.066
H -1.958 5.630 2.591
H -3.649 3.786 4.355
H -4.110 5.420 4.019
H -2.939 5.235 6.257
H -1.930 6.144 5.101
C 5.306 -2.284 -2.590
C 4.251 -3.293 -2.142
C 2.832 -2.845 -2.387
C 2.628 -2.211 -3.706
N 2.444 -1.683 -4.724
H 5.323 -2.179 -3.675
H 6.340 -2.553 -2.371
H 5.288 -1.294 -2.134
H 4.319 -3.567 -1.089
H 4.417 -4.234 -2.666
H 2.538 -2.174 -1.580
H 2.168 -3.699 -2.256
C -3.647 -2.257 -1.190
C -4.162 -0.865 -1.555
C -5.205 -0.227 -0.610
C -4.796 0.409 0.651
N -4.427 0.926 1.617
H -4.413 -3.030 -1.133
H -3.065 -2.145 -0.275
H -2.941 -2.680 -1.905
H -4.576 -0.918 -2.562
H -3.328 -0.178 -1.701
H -5.916 -0.997 -0.310
H -5.793 0.552 -1.095
C -4.461 -5.740 0.572
C -4.141 -5.943 2.019
C -2.790 -5.298 2.481
C -2.625 -3.856 2.285
N -2.513 -2.721 2.100
H -3.686 -6.047 -0.129
H -4.541 -4.670 0.380
H -5.356 -6.280 0.262
H -4.053 -7.022 2.145
H -4.880 -5.564 2.725
H -1.939 -5.750 1.973
H -2.617 -5.403 3.552
C 4.025 1.760 0.586
C 5.323 1.142 -0.070
C 5.905 0.030 0.810
C 4.882 -0.968 1.140
N 4.085 -1.763 1.412
H 4.307 2.211 1.538
H 3.235 1.055 0.844
H 3.500 2.549 0.047
H 6.082 1.835 -0.433
H 5.082 0.687 -1.031
H 6.362 0.432 1.715
H 6.699 -0.536 0.323
C 1.486 -3.766 1.894
C 0.941 -4.753 0.809
C 0.034 -4.121 -0.239
C -0.793 -5.185 -0.931
N -1.402 -5.992 -1.526
H 0.750 -3.479 2.644
H 1.911 -2.886 1.412
H 2.219 -4.338 2.463
H 0.407 -5.532 1.353
H 1.713 -5.288 0.256
H 0.615 -3.651 -1.032
H -0.679 -3.415 0.186
C 2.832 2.987 -5.858
C 3.853 1.826 -5.661
C 4.215 1.485 -4.217
C 3.057 1.399 -3.245
N 2.195 1.361 -2.503
H 1.839 2.712 -5.500
H 2.853 3.199 -6.927
H 3.092 3.852 -5.248
H 4.735 2.111 -6.233
H 3.437 0.936 -6.133
H 4.899 2.242 -3.832
H 4.747 0.536 -4.156
C -0.235 1.193 1.520
C -0.717 0.321 0.376
C 0.374 -0.495 -0.353
C -0.134 -1.126 -1.513
N -0.450 -1.652 -2.491
H 0.327 2.064 1.182
H 0.358 0.685 2.281
H -1.139 1.547 2.015
H -1.298 0.972 -0.277
H -1.458 -0.414 0.689
H 0.894 -1.239 0.250
H 1.189 0.186 -0.599
```

=====

DFT (ωB97M-V/def2-TZVPD) results for 11 unconnected molecules or ions with the total composition C48H94F12N12O24S12.

Lowest unoccupied orbital energy (eV): -3.4
Electronic energy (hartree): -10324.2644
Max |F| (eV Å⁻¹): 11.9
Frontier orbital gap (eV): 5.3
HOMO level (eV): -8.7

XYZ file:
```
202
C48H94F12N12O24S12 ωB97M-V/def2-TZVPD
C 14.489 11.310 7.212
N 14.445 10.406 6.080
C 15.240 9.338 6.087
C 15.194 8.358 5.061
C 14.319 8.611 3.971
C 13.446 9.707 4.111
C 13.591 10.693 5.108
C 14.163 7.611 2.874
C 13.755 8.122 1.660
C 13.520 7.224 0.621
N 13.625 5.894 0.828
C 13.910 5.372 2.051
C 14.139 6.232 3.103
C 13.409 4.953 -0.298
H 13.439 11.332 7.505
H 14.890 12.210 6.746
H 15.083 10.886 8.021
H 15.918 9.243 6.923
H 15.764 7.441 5.073
H 12.656 9.801 3.380
H 12.828 11.454 5.182
H 13.636 9.155 1.366
H 13.369 7.516 -0.408
H 13.847 4.297 2.136
H 14.380 5.814 4.069
H 14.366 4.573 -0.657
H 12.884 5.401 -1.142
H 12.900 4.077 0.105
C 15.790 12.595 -0.653
C 14.366 12.397 -0.200
C 13.898 13.629 0.651
N 12.419 13.641 1.157
C 12.171 14.880 2.140
C 10.803 15.183 2.571
C 9.825 15.165 1.316
C 9.961 13.923 0.417
C 11.452 13.737 -0.068
C 12.063 12.337 1.874
H 16.557 12.706 0.113
H 15.788 13.580 -1.118
H 16.106 11.895 -1.427
H 14.248 11.419 0.267
H 13.694 12.355 -1.057
H 13.851 14.590 0.140
H 14.446 13.741 1.587
H 12.511 15.762 1.597
H 12.868 14.609 2.933
H 10.665 16.203 2.931
H 10.390 14.630 3.415
H 10.067 16.029 0.697
H 8.810 15.417 1.623
H 9.235 14.053 -0.386
H 9.660 12.963 0.837
H 11.724 14.599 -0.678
H 11.635 12.879 -0.715
H 11.206 12.619 2.486
H 12.933 12.020 2.449
H 11.796 11.548 1.172
C 5.671 16.098 -7.268
C 7.196 15.724 -7.314
C 7.612 14.310 -6.846
N 9.031 14.157 -6.201
C 9.197 12.706 -5.673
C 10.546 12.413 -4.980
C 10.725 13.219 -3.725
C 10.487 14.693 -4.042
C 9.227 15.057 -4.870
C 10.117 14.446 -7.327
H 5.046 15.484 -6.619
H 5.131 16.028 -8.212
H 5.625 17.115 -6.878
H 7.699 16.496 -6.732
H 7.499 15.973 -8.331
H 7.536 13.505 -7.576
H 7.073 14.054 -5.934
H 8.417 12.494 -4.942
H 9.013 12.107 -6.565
H 10.523 11.403 -4.571
H 11.347 12.501 -5.714
H 10.018 12.867 -2.974
H 11.677 12.972 -3.257
H 10.548 15.419 -3.231
H 11.394 14.917 -4.603
H 8.505 14.764 -4.108
H 9.022 16.118 -5.019
H 11.130 14.455 -6.924
H 9.902 15.473 -7.623
H 9.975 13.706 -8.115
C 3.566 12.414 8.689
C 4.618 12.960 7.664
C 4.432 14.374 7.098
N 5.694 15.076 6.389
C 5.376 16.584 6.216
C 6.427 17.184 5.209
C 6.693 16.438 3.910
C 7.108 15.076 4.262
C 6.062 14.338 5.102
C 6.960 14.957 7.364
H 3.464 13.267 9.360
H 3.963 11.532 9.191
H 2.592 12.254 8.226
H 4.610 12.221 6.863
H 5.598 12.872 8.134
H 4.228 14.960 7.994
H 3.605 14.396 6.389
H 4.376 16.652 5.787
H 5.462 16.948 7.240
H 6.073 18.165 4.893
H 7.405 17.270 5.681
H 5.729 16.528 3.408
H 7.491 16.923 3.347
H 7.382 14.529 3.360
H 8.044 15.156 4.814
H 5.117 14.307 4.560
H 6.317 13.299 5.311
H 7.658 15.669 6.922
H 7.241 13.904 7.371
H 6.644 15.341 8.334
C 14.489 13.610 -4.320
C 15.166 12.524 -5.109
C 15.836 11.474 -4.240
N 16.590 10.255 -4.838
C 17.137 9.409 -3.673
C 17.834 8.083 -4.217
C 16.782 7.256 -4.992
C 16.114 8.072 -6.122
C 15.504 9.375 -5.589
C 17.746 10.755 -5.837
H 14.209 13.307 -3.311
H 13.525 13.927 -4.717
H 15.136 14.484 -4.244
H 15.903 12.926 -5.804
H 14.404 12.063 -5.737
H 15.074 11.023 -3.603
H 16.621 12.008 -3.706
H 16.337 9.224 -2.956
H 17.849 10.089 -3.206
H 18.148 7.443 -3.391
H 18.780 8.270 -4.725
H 16.002 6.911 -4.313
H 17.382 6.439 -5.392
H 15.264 7.521 -6.524
H 16.864 8.224 -6.899
H 14.643 9.142 -4.962
H 15.001 9.980 -6.344
H 18.374 9.939 -6.194
H 18.351 11.499 -5.319
H 17.168 11.279 -6.598
N 20.291 13.137 -3.871
S 19.335 14.492 -4.280
O 19.079 15.415 -3.176
O 18.235 14.133 -5.188
F 20.456 15.245 -5.198
S 19.786 12.982 -2.461
O 18.416 12.557 -2.337
O 20.435 13.781 -1.394
F 20.464 11.553 -2.236
N 15.019 13.278 4.415
S 16.355 12.388 3.717
O 17.165 11.533 4.643
O 17.063 12.984 2.564
F 15.464 11.314 2.915
S 15.711 14.569 4.398
O 15.239 15.503 3.432
O 17.076 14.683 4.876
F 14.878 15.188 5.606
N 13.621 17.151 -0.396
S 12.313 17.790 -0.686
O 11.241 16.958 -1.224
O 12.291 19.150 -1.053
F 11.850 17.921 0.823
S 14.201 17.216 -2.003
O 15.224 18.174 -2.364
O 13.272 16.937 -3.094
F 15.130 15.949 -1.962
N 10.775 11.799 6.489
S 9.457 11.762 5.819
O 9.298 12.656 4.685
O 8.230 11.655 6.600
F 9.705 10.256 5.194
S 10.479 13.193 7.339
O 9.984 12.988 8.701
O 9.976 14.455 6.693
F 12.000 13.574 7.644
N 5.321 16.549 -1.373
S 5.620 15.595 -0.293
O 6.521 14.504 -0.639
O 4.496 15.365 0.617
F 6.540 16.650 0.484
S 4.357 15.440 -2.235
O 2.876 15.419 -1.991
O 5.013 14.230 -2.702
F 4.260 16.239 -3.630
N 11.855 9.534 -0.378
S 10.422 9.683 -0.662
O 9.707 8.578 -1.320
O 9.968 11.034 -0.889
F 9.892 9.493 0.860
S 12.354 9.294 -1.964
O 12.230 10.388 -2.920
O 12.397 7.953 -2.532
F 13.992 9.410 -1.617
```

=====

- Number 1 is which compound?
  C48H93N11O4

=====

- Which value of lowest unoccupied orbital energy does entry 1 give?
  0.0 eV

=====

- Which formula does entry 1 have?
  C48H93N11O4

=====

- What is the formula in the first record?
  C48H93N11O4